(1)
Below is a 2-piece molecular cluster, C6H11N3 overall in a non-equilibrium geometry, with properties calculated with ωB97M-V/def2-TZVPD.

Values from the calculation:
LUMO energy = 0.01830 hartree
Charge = 0
Structure (SMILES) = [H]/N=C(\C)C(=C)C.N=C=N
Gap between HOMO and LUMO = 8.86 eV
Strongest force on any atom = 5.154 eV/A
Relative energy (zero: lowest compared OMol25 entry of this formula, charge and spin) = 458.7 kJ/mol

```
20
Properties=species:S:1:pos:R:3:nbo_charge:R:1
H -0.3193 1.8489 -2.2070 0.39
N -0.0552 1.2492 -1.4370 -0.75
C -0.6475 0.8164 -0.4299 0.37
C -1.4812 1.7192 0.4295 -0.70
C -0.3666 -0.7029 0.0525 -0.10
C -0.2558 -1.6040 -0.9440 -0.29
C -1.3047 -1.1056 1.1737 -0.65
H -1.1748 1.6562 1.4715 0.23
H -2.5388 1.4805 0.3180 0.23
H -1.3748 2.7517 0.0967 0.23
H -0.6280 -2.6159 -0.8977 0.19
H 0.2676 -1.3896 -1.8606 0.22
H -1.0785 -0.5629 2.0887 0.21
H -1.2755 -2.1762 1.3658 0.22
H -2.3612 -0.9205 0.9752 0.21
N 2.3692 -0.1194 -1.1293 -0.70
C 2.6423 -0.2553 0.0713 0.62
N 3.6135 -0.0810 0.8266 -0.74
H 2.0028 0.7812 -1.4312 0.42
H 3.9662 -0.7700 1.4673 0.39
```

***

(2)
Below is an isolated molecule of C6H11N3 in a non-equilibrium geometry, with properties calculated with ωB97M-V/def2-TZVPD.

Values from the calculation:
LUMO energy = 0.03042 hartree
Charge = 0
Structure (SMILES) = [H]/N=C\C(=N/[H])N(C)C(=C)C
Gap between HOMO and LUMO = 9.79 eV
Strongest force on any atom = 4.467 eV/A
Relative energy (zero: lowest compared OMol25 entry of this formula, charge and spin) = 222.4 kJ/mol

```
20
Properties=species:S:1:pos:R:3:nbo_charge:R:1
H -0.3500 3.1420 1.1076 0.34
N 0.3921 3.4059 0.4455 -0.60
C 0.6155 2.4552 -0.3824 0.07
C -0.3203 1.0646 -0.3846 0.42
N -1.5836 1.2667 -0.4444 -0.74
H -1.8030 2.2639 -0.5298 0.36
N 0.3869 -0.0552 -0.1068 -0.48
C 1.8207 -0.2014 -0.3380 -0.40
C -0.4479 -1.3534 0.0433 0.21
C -0.5568 -2.2566 -0.9353 -0.42
C -1.1019 -1.5229 1.3826 -0.66
H 1.3516 2.5346 -1.1959 0.17
H 2.1454 -1.2245 -0.1217 0.23
H 2.3768 0.4663 0.3265 0.21
H 2.0758 0.0216 -1.3783 0.19
H -1.0889 -3.1937 -0.7903 0.21
H -0.1075 -2.0979 -1.9099 0.20
H -1.8868 -0.7770 1.5363 0.24
H -0.3601 -1.4240 2.1823 0.22
H -1.5581 -2.5141 1.4932 0.22
```

***

> Number 2 is which compound?

C6H11N3